No. 1
{"formula": "C41H48FN10", "method": "ωB97M-V with the def2-TZVPD basis set", "homo_energy_ev": -10.814, "total_charge": 1, "energy_ev": -60906.4616, "homo_lumo_gap_ev": 6.93, "largest_force_ha_per_bohr": 0.0312, "lumo_ha": -0.14260, "species": ["C", "C", "F", "N", "C", "C", "C", "N", "C", "N", "H", "H", "H", "H", "H", "H", "H", "H", "H", "H", "H", "H", "H", "N", "C", "C", "C", "C", "C", "H", "H", "H", "H", "H", "N", "C", "C", "C", "C", "C", "H", "H", "H", "H", "H", "N", "C", "C", "C", "C", "C", "H", "H", "H", "H", "H", "N", "C", "C", "C", "C", "C", "H", "H", "H", "H", "H", "N", "C", "C", "C", "C", "C", "H", "H", "H", "H", "H", "N", "C", "C", "C", "C", "C", "H", "H", "H", "H", "H", "N", "C", "C", "C", "C", "C", "H", "H", "H", "H", "H"], "positions_angstrom": [[1.41498, -0.60640, 4.84873], [2.68604, -0.34944, 4.08026], [3.10817, -1.52545, 3.49131], [2.46076, 0.65513, 2.98317], [1.78553, 1.88539, 3.46416], [2.68656, 2.68218, 4.40395], [3.87550, 3.05997, 3.53464], [4.56247, 1.88306, 2.94844], [3.72541, 0.90314, 2.45195], [4.10586, 0.11044, 1.46993], [1.60088, -1.45292, 5.50924], [1.13982, 0.24673, 5.46731], [0.60525, -0.83478, 4.15610], [3.50779, -0.03387, 4.73391], [1.60584, 2.51960, 2.59591], [0.80442, 1.66325, 3.87251], [2.98405, 2.11041, 5.28672], [2.15989, 3.57776, 4.72837], [4.61583, 3.69441, 4.01623], [3.47321, 3.61810, 2.68588], [5.27981, 1.49748, 3.55701], [3.50085, -0.06500, 0.64743], [4.98810, -0.38338, 1.50149], [0.17192, 4.56728, 3.37434], [-0.85247, 4.36655, 2.54444], [-1.53666, 5.38876, 1.90896], [-1.14050, 6.69595, 2.14671], [-0.07852, 6.92264, 3.00615], [0.54140, 5.82928, 3.59128], [-1.13679, 3.33068, 2.38464], [-2.35952, 5.16444, 1.24456], [-1.65176, 7.52225, 1.67118], [0.26229, 7.92473, 3.22528], [1.37099, 5.97346, 4.27613], [2.47871, -1.51628, -0.37381], [2.09445, -2.42262, 0.52664], [1.40372, -3.57599, 0.19537], [1.09397, -3.80178, -1.13641], [1.48652, -2.87013, -2.08435], [2.17492, -1.74868, -1.65285], [2.35368, -2.21071, 1.55475], [1.11844, -4.27891, 0.96571], [0.55532, -4.69210, -1.43323], [1.26613, -3.00432, -3.13545], [2.50130, -0.99812, -2.36287], [1.02096, -2.35742, -5.49104], [-0.06487, -2.76010, -6.15092], [-0.97253, -1.89662, -6.74839], [-0.73628, -0.53443, -6.65396], [0.38963, -0.09640, -5.97434], [1.23130, -1.04436, -5.41458], [-0.21300, -3.83392, -6.20122], [-1.84102, -2.27738, -7.27100], [-1.41930, 0.17312, -7.10592], [0.61432, 0.95738, -5.87963], [2.12490, -0.73730, -4.87993], [-3.36275, -3.46009, -8.60324], [-4.54350, -3.74889, -9.14718], [-4.79277, -4.90547, -9.87055], [-3.76058, -5.81369, -10.04393], [-2.52435, -5.53006, -9.48489], [-2.38361, -4.34702, -8.77688], [-5.32733, -3.01491, -8.99646], [-5.77423, -5.08446, -10.28765], [-3.91571, -6.72661, -10.60413], [-1.68370, -6.20570, -9.58910], [-1.42909, -4.09735, -8.32564], [-1.78118, 2.97636, 6.82594], [-2.39270, 2.06316, 7.57875], [-3.17970, 1.04285, 7.06543], [-3.34819, 0.96641, 5.69252], [-2.72090, 1.91142, 4.89499], [-1.95109, 2.89056, 5.50639], [-2.24422, 2.15725, 8.64917], [-3.65039, 0.33077, 7.72907], [-3.95971, 0.18877, 5.25368], [-2.82976, 1.89358, 3.81830], [-1.44204, 3.64591, 4.92228], [0.77871, -6.82517, -9.81196], [1.17427, -5.71433, -10.43014], [2.45993, -5.52127, -10.91231], [3.38696, -6.53663, -10.74178], [2.98958, -7.69816, -10.09930], [1.67923, -7.79305, -9.65571], [0.42150, -4.94087, -10.54581], [2.72333, -4.59781, -11.40928], [4.40061, -6.42533, -11.10415], [3.67824, -8.51720, -9.94427], [1.33169, -8.68798, -9.15172], [-4.06359, 7.07450, 10.21056], [-3.70156, 6.33017, 9.16895], [-2.92210, 5.18662, 9.27044], [-2.49374, 4.79814, 10.53027], [-2.86094, 5.56236, 11.62595], [-3.64530, 6.68688, 11.41268], [-4.05497, 6.66918, 8.20085], [-2.66067, 4.61762, 8.38955], [-1.88161, 3.91354, 10.65790], [-2.54893, 5.29690, 12.62682], [-3.95470, 7.30824, 12.24575]]}

---

No. 2
{"formula": "C27H72O9", "method": "ωB97M-V with the def2-TZVPD basis set", "homo_energy_ev": -9.877, "total_charge": 0, "energy_ev": -47589.2240, "homo_lumo_gap_ev": 10.16, "de_lowest_kcal_mol": 135.8, "largest_force_ha_per_bohr": 0.0606, "smiles": "CC(C)O.CC(C)O.CC(C)O.CC(C)O.CC(C)O.CC(C)O.CC(C)O.CC(C)O.CC(C)O", "lumo_ha": 0.01049, "species": ["C", "C", "C", "O", "H", "H", "H", "H", "H", "H", "H", "H", "C", "C", "C", "O", "H", "H", "H", "H", "H", "H", "H", "H", "C", "C", "C", "O", "H", "H", "H", "H", "H", "H", "H", "H", "C", "C", "C", "O", "H", "H", "H", "H", "H", "H", "H", "H", "C", "C", "C", "O", "H", "H", "H", "H", "H", "H", "H", "H", "C", "C", "C", "O", "H", "H", "H", "H", "H", "H", "H", "H", "C", "C", "C", "O", "H", "H", "H", "H", "H", "H", "H", "H", "C", "C", "C", "O", "H", "H", "H", "H", "H", "H", "H", "H", "C", "C", "C", "O", "H", "H", "H", "H", "H", "H", "H", "H"], "positions_angstrom": [[6.16583, -1.49889, 2.72662], [7.61500, -1.87457, 2.77066], [7.98027, -2.87981, 3.81618], [7.86431, -2.41405, 1.45646], [5.83704, -0.81389, 3.50814], [5.55409, -2.39753, 2.64709], [5.89554, -1.02233, 1.78432], [8.15823, -0.94429, 2.93681], [8.98637, -3.23901, 3.59978], [7.32384, -3.74858, 3.76695], [7.77410, -2.54767, 4.83366], [7.01722, -2.60161, 1.04555], [-3.87716, 4.40125, 7.14833], [-2.43987, 4.42300, 7.75532], [-1.45626, 4.88529, 6.72209], [-2.52774, 5.37738, 8.78415], [-4.15287, 3.63244, 6.42652], [-4.05775, 5.38471, 6.71440], [-4.56335, 4.24625, 7.98092], [-2.13441, 3.49443, 8.23756], [-1.61116, 5.92464, 6.43251], [-1.41278, 4.21659, 5.86242], [-0.42162, 4.72077, 7.02301], [-2.89281, 6.13914, 8.32804], [2.22318, -4.46560, 6.93345], [2.57167, -5.71070, 5.94246], [2.70174, -7.00147, 6.71068], [1.52128, -5.75403, 4.94787], [3.18883, -4.19459, 7.36025], [1.45963, -4.74097, 7.66095], [1.68464, -3.60809, 6.53004], [3.43978, -5.52036, 5.31138], [2.97568, -7.89815, 6.15479], [1.75437, -7.35416, 7.11833], [3.49730, -6.84350, 7.43885], [1.60346, -5.12268, 4.22936], [-1.59825, -1.40420, -2.66937], [-0.69347, -0.64269, -1.75226], [-1.53349, 0.25319, -0.87300], [-0.09798, -1.59508, -0.89437], [-2.05604, -0.67865, -3.34176], [-2.46983, -1.89359, -2.23470], [-1.17490, -2.16438, -3.32588], [0.02441, -0.14985, -2.40788], [-1.04365, 1.12392, -0.43714], [-1.98391, -0.30763, -0.05404], [-2.23094, 0.72184, -1.56729], [0.59203, -1.97611, -1.44234], [6.32558, -0.43431, -6.31719], [5.96279, -0.98960, -7.68630], [7.20880, -0.95026, -8.60990], [5.68283, -2.37839, -7.45732], [7.06361, -1.03107, -5.78118], [5.40733, -0.24979, -5.75965], [6.74607, 0.54503, -6.54561], [5.11054, -0.39505, -8.01532], [7.44583, 0.10026, -8.77823], [6.86466, -1.49418, -9.48957], [8.13422, -1.37636, -8.22241], [5.63126, -2.80793, -8.31432], [2.87555, -6.99613, -3.17017], [4.08195, -6.44206, -2.34623], [5.38091, -7.04675, -2.72138], [4.16448, -5.06968, -2.43833], [1.93403, -6.46079, -3.04747], [2.87108, -8.04841, -2.88593], [3.21533, -6.92236, -4.20323], [4.07929, -6.65946, -1.27813], [6.24618, -6.49019, -2.36134], [5.36928, -7.07288, -3.81100], [5.55899, -8.05239, -2.34047], [4.39929, -4.83016, -3.33782], [-8.17677, -1.80816, 1.77476], [-7.72394, -2.92251, 2.70378], [-6.70542, -2.37593, 3.77336], [-8.91951, -3.30485, 3.42436], [-8.76040, -2.30079, 0.99709], [-7.24895, -1.42668, 1.34848], [-8.74124, -1.08968, 2.36913], [-7.31911, -3.80437, 2.20727], [-5.75896, -2.85492, 3.52255], [-7.02468, -2.54918, 4.80106], [-6.70885, -1.29542, 3.62995], [-9.02532, -2.69326, 4.15672], [-4.89388, 6.83687, -8.28487], [-4.20701, 5.62753, -8.92132], [-4.40542, 4.43293, -7.97383], [-4.84229, 5.40602, -10.13115], [-5.10365, 7.52894, -9.10043], [-4.23365, 7.30945, -7.55764], [-5.78172, 6.54735, -7.72271], [-3.14130, 5.64956, -9.14906], [-5.41430, 4.06298, -7.79113], [-4.01903, 4.56431, -6.96313], [-3.83478, 3.57745, -8.33523], [-4.38992, 5.72148, -10.91693], [-4.40837, 6.96113, 0.95381], [-4.51668, 8.25872, 1.78175], [-3.42432, 9.28486, 1.52945], [-5.72532, 8.80462, 1.30283], [-4.34333, 6.95179, -0.13421], [-5.15576, 6.22608, 1.25250], [-3.43047, 6.55688, 1.21533], [-4.67602, 8.07887, 2.84493], [-3.35658, 10.23216, 2.06435], [-3.28067, 9.55051, 0.48212], [-2.47194, 8.79087, 1.72195], [-5.56990, 9.08117, 0.39676]]}

---

No. 3
{"formula": "C30H22ClCoN2O3P", "method": "ωB97M-V with the def2-TZVPD basis set", "homo_energy_ev": [-5.275, -7.820], "total_charge": 0, "energy_ev": -100027.8749, "homo_lumo_gap_ev": [5.02, 5.45], "multiplicity": 4, "de_lowest_kcal_mol": 3.4, "s2": 3.82, "largest_force_ha_per_bohr": 0.0260, "lumo_ha": [-0.00942, -0.08719], "species": ["Co", "Cl", "C", "C", "C", "C", "O", "C", "C", "N", "C", "C", "C", "C", "C", "C", "C", "C", "N", "C", "C", "H", "H", "H", "H", "H", "H", "H", "H", "H", "H", "O", "C", "O", "C", "P", "C", "C", "C", "C", "C", "C", "C", "C", "C", "C", "C", "C", "H", "H", "H", "H", "H", "H", "H", "H", "H", "H", "H", "H"], "positions_angstrom": [[-0.80396, -0.30627, -0.85662], [-0.52673, -2.26192, -7.46486], [-0.92201, -1.95523, -5.81508], [-2.21492, -1.52339, -5.49422], [-2.52878, -1.30095, -4.18076], [-1.57739, -1.46168, -3.14416], [-1.95568, -1.26385, -1.92727], [-0.22547, -1.88222, -3.50226], [0.76864, -2.16923, -2.51246], [0.57546, -1.79592, -1.26318], [1.08971, -2.30296, -0.12591], [2.24450, -3.09013, 0.02873], [2.56131, -3.60418, 1.28113], [1.74181, -3.41270, 2.38018], [0.54993, -2.66106, 2.25901], [-0.38956, -2.48227, 3.29070], [-1.54877, -1.77713, 3.04102], [-1.74493, -1.19279, 1.79696], [-0.85218, -1.30024, 0.81384], [0.25176, -2.06162, 1.01054], [0.04531, -2.14230, -4.84586], [-2.94469, -1.36386, -6.27487], [-3.51854, -0.97009, -3.89599], [1.61000, -2.80390, -2.79198], [2.88347, -3.28095, -0.82316], [3.46511, -4.18995, 1.39636], [1.98703, -3.86264, 3.33355], [-0.19953, -2.91337, 4.26571], [-2.30146, -1.65519, 3.80808], [-2.62489, -0.60025, 1.58405], [1.03352, -2.48326, -5.12457], [-0.11153, 2.71686, -3.47408], [-0.07327, 2.00492, -2.49250], [-0.71175, 0.88906, -2.33787], [0.80059, 2.39562, -1.27429], [0.13898, 1.44410, 0.12643], [-1.18324, 2.46515, 0.83469], [-1.89267, 3.38344, 0.06528], [-2.98237, 4.04672, 0.61038], [-3.37190, 3.80072, 1.91815], [-2.66500, 2.88916, 2.69127], [-1.57968, 2.21916, 2.15207], [1.48265, 1.44843, 1.35062], [2.45905, 0.46498, 1.18902], [3.55720, 0.42241, 2.03204], [3.68581, 1.36745, 3.04033], [2.72087, 2.35130, 3.20104], [1.61646, 2.39367, 2.36253], [0.82204, 3.47029, -1.10445], [1.81770, 2.05596, -1.47665], [-1.60483, 3.58057, -0.96072], [-3.53350, 4.75837, 0.00919], [-4.22480, 4.31874, 2.33692], [-2.96141, 2.70156, 3.71585], [-1.02132, 1.51154, 2.75345], [2.34906, -0.26414, 0.39497], [4.30270, -0.35225, 1.90767], [4.54169, 1.33746, 3.70249], [2.83009, 3.08889, 3.98580], [0.86432, 3.16138, 2.49372]]}